Computed, not measured: the molecule C5H6O2, with wB97M-V/def2-TZVPD.

orbital gap	10.1	eV
total charge	0
ΔE to the lowest compared entry with this formula, charge and spin	88.06	kcal per mole
E_tot	-344.46158	hartree
maximum force	0.76	eV Å⁻¹
HOMO	-10.580	eV

Each line ends with the Mulliken charge.
Atoms and positions in Å:
C -0.5761 1.3637 0.5254  -1.26
C 0.1888 0.0853 0.2217  0.52
O -0.5174 -0.6149 -0.8218  -0.30
C -0.9037 -1.8741 -0.5602  0.15
O -0.7418 -2.4693 0.4711  -0.49
C 2.1025 0.2103 -1.4599  -0.20
C 1.5879 0.3572 -0.2694  -0.47
H -0.6620 1.9743 -0.3778  0.34
H -0.0569 1.9455 1.2930  0.37
H -1.5772 1.1221 0.8950  0.33
H 0.2280 -0.5663 1.0987  0.33
H -1.4060 -2.2792 -1.4498  0.35
H 2.3338 0.7456 0.4338  0.34


Computed, not measured: a cluster of 16 separate species, C96H80N16O32 in total in a non-equilibrium geometry, with wB97M-V/def2-TZVPD.

orbital gap	8.7	eV
total charge	0
ΔE to the lowest compared entry with this formula, charge and spin	33.80	kcal per mole
E_tot	-6988.45476	hartree
maximum force	3.96	eV Å⁻¹
HOMO	-9.781	eV

Each line ends with the Mulliken charge.
Atoms and positions in Å:
C -2.2844 0.3453 -1.7176  -0.52
C -2.6463 -0.1668 -2.9554  -0.21
C -3.8815 -0.8031 -3.0516  -1.31
C -4.5644 -1.0714 -1.8822  0.04
C -4.1549 -0.7335 -0.6467  -0.08
C -2.9873 0.0344 -0.5477  1.78
N -5.7982 -1.8434 -1.9056  1.22
O -5.7988 -2.8328 -2.5587  -0.62
O -6.7583 -1.3298 -1.2951  -0.63
H -1.3804 0.9166 -1.6640  -0.58
H -2.0331 0.0767 -3.8624  0.40
H -4.1344 -1.3191 -3.9157  0.68
H -4.7553 -0.8820 0.2265  0.28
H -2.6408 0.5085 0.3706  -0.53
C 1.1464 1.9688 3.8381  -0.58
C 1.3475 3.3102 4.0642  -0.56
C 0.3460 4.2437 4.1420  -0.93
C -0.9157 3.7494 3.9506  -0.56
C -1.2285 2.4825 3.7378  1.40
C -0.1699 1.5391 3.6010  -0.29
N -1.9955 4.7423 3.8606  1.37
O -3.0776 4.3860 3.5101  -0.58
O -1.7174 5.8660 4.1900  -0.75
H 1.9534 1.2313 3.7262  0.62
H 2.3602 3.7242 4.0594  0.34
H 0.4610 5.3167 4.2587  0.59
H -2.2489 2.1829 3.5432  -0.49
H -0.4055 0.5240 3.3507  0.72
C 5.9351 -1.5255 0.8073  -0.38
C 5.2884 -0.9469 1.9027  -0.59
C 5.1243 0.4079 1.8976  -0.20
C 5.5469 1.1795 0.8326  -0.67
C 6.0870 0.6089 -0.2401  0.26
C 6.3638 -0.7429 -0.2537  -0.86
N 5.2693 2.6079 0.7023  1.12
O 5.5239 3.0749 -0.3995  -0.61
O 4.7351 3.1934 1.6046  -0.63
H 6.1728 -2.5826 0.8511  0.43
H 4.9822 -1.4997 2.7703  0.54
H 4.6246 0.8536 2.7791  0.41
H 6.4062 1.2018 -1.0598  0.71
H 6.8606 -1.1316 -1.1646  0.39
C 1.5688 2.8032 -5.4836  0.27
C 1.3015 3.6204 -6.5418  -0.35
C 0.8509 3.1020 -7.7373  -0.80
C 0.6485 1.7024 -7.8124  -0.21
C 1.0090 0.8559 -6.7508  -0.35
C 1.4737 1.4281 -5.5717  0.25
N -0.0686 1.1149 -8.8553  1.02
O -0.6703 1.8592 -9.6137  -0.61
O -0.0436 -0.1110 -8.9828  -0.62
H 1.9289 3.1880 -4.5452  0.00
H 1.4131 4.7212 -6.4058  0.29
H 0.4927 3.7535 -8.5660  0.38
H 0.9466 -0.1921 -6.8676  0.63
H 1.7326 0.7767 -4.7884  0.28
C -5.0387 1.9235 6.4475  -0.39
C -3.8520 1.2534 6.1116  -0.32
C -3.3970 0.3038 7.0655  -0.75
C -4.0892 0.1163 8.1898  0.51
C -5.2315 0.8135 8.5438  -0.67
C -5.7259 1.7172 7.6360  -0.79
N -3.7005 -0.9813 9.1296  1.00
O -4.5652 -1.5167 9.7622  -0.60
O -2.5433 -1.2971 9.1529  -0.58
H -5.3551 2.7023 5.7516  0.43
H -3.1915 1.4904 5.2370  0.56
H -2.5590 -0.3513 6.9730  0.65
H -5.7317 0.5540 9.4494  0.47
H -6.5692 2.3892 7.8531  0.36
C -1.1978 -3.1524 5.4038  -0.89
C -0.7944 -2.8986 6.6938  -0.67
C 0.4595 -2.2377 6.8988  -0.70
C 1.2409 -2.0632 5.8261  -0.94
C 0.8546 -2.3136 4.5232  0.14
C -0.3609 -2.8606 4.3120  0.82
N 2.5496 -1.4000 6.0499  1.10
O 3.2175 -1.0307 5.0669  -0.57
O 2.9279 -1.2807 7.1511  -0.66
H -2.1755 -3.6817 5.3196  0.38
H -1.4622 -3.1727 7.5498  0.41
H 0.8126 -1.8964 7.8211  0.73
H 1.4557 -2.1362 3.6525  0.80
H -0.6826 -3.2330 3.3676  -0.02
C 3.3272 6.6479 -0.9005  -0.54
C 2.4270 5.9992 -1.6993  -0.26
C 2.6849 5.8070 -3.0385  -0.49
C 3.9062 6.2609 -3.5194  0.26
C 4.7180 7.1555 -2.7824  -0.75
C 4.4934 7.2359 -1.4289  -0.56
N 4.1610 6.1671 -4.9066  1.21
O 3.2311 5.9985 -5.6876  -0.66
O 5.3084 6.3191 -5.3257  -0.64
H 3.0288 6.7149 0.1454  0.46
H 1.4827 5.6010 -1.2646  0.45
H 2.0647 5.3329 -3.7682  0.69
H 5.5797 7.6038 -3.2905  0.41
H 5.2055 7.8300 -0.8623  0.42
C 5.0171 -2.3661 -3.5654  -1.11
C 4.6860 -3.3919 -2.7067  -1.12
C 3.4218 -3.4744 -2.1432  0.13
C 2.5802 -2.5153 -2.4776  0.41
C 2.8531 -1.4701 -3.3494  -0.21
C 4.0874 -1.3991 -3.8994  0.38
N 1.2522 -2.5852 -2.0059  0.63
O 0.5203 -1.6369 -2.1614  -0.38
O 0.8965 -3.6367 -1.5398  -0.38
H 6.0219 -2.3185 -3.8640  0.55
H 5.5020 -4.0422 -2.3104  0.36
H 3.1681 -4.2620 -1.4538  0.36
H 2.0855 -0.7517 -3.6399  -0.29
H 4.3995 -0.5557 -4.5030  0.44
C -5.8076 3.7620 -3.9424  -0.89
C -5.1363 4.6281 -4.7737  -0.36
C -3.8017 4.9196 -4.7025  -0.83
C -3.0864 4.1147 -3.8090  -0.16
C -3.7316 3.2409 -2.9419  0.86
C -5.1247 2.9920 -3.0113  -0.39
N -1.6566 4.2518 -3.7204  1.19
O -1.0392 3.3247 -3.2332  -0.35
O -1.1775 5.2875 -4.2004  -0.64
H -6.8636 3.5881 -4.2039  0.37
H -5.7429 5.1672 -5.4948  0.36
H -3.2740 5.5365 -5.4177  0.50
H -3.0443 2.6218 -2.3331  -0.19
H -5.4632 2.2479 -2.3277  0.59
C -4.7920 -3.0781 2.8177  -1.04
C -6.0322 -2.4790 3.1644  -0.63
C -6.2126 -1.1167 3.2712  -1.25
C -5.1670 -0.3020 2.9584  0.30
C -3.9308 -0.8451 2.7018  -0.05
C -3.6930 -2.2105 2.6316  1.04
N -5.2277 1.1584 2.8985  0.85
O -4.2165 1.8536 2.8217  -0.09
O -6.3378 1.6541 2.8021  -0.66
H -4.7871 -4.1904 2.6103  0.28
H -6.8629 -3.1778 3.3317  0.40
H -7.2007 -0.8047 3.5441  0.60
H -3.1787 -0.1001 2.4202  -0.03
H -2.7324 -2.5795 2.3235  0.32
C 0.1513 -7.3582 3.3769  -0.91
C 0.7159 -6.4730 4.2521  -0.44
C 1.8096 -5.6771 3.9322  -0.44
C 2.2604 -5.7889 2.6247  -0.32
C 1.6640 -6.6361 1.6900  -0.21
C 0.5825 -7.3884 2.0302  0.32
N 3.2360 -4.9019 2.0901  1.08
O 3.7041 -5.0764 0.9847  -0.69
O 3.5206 -3.9772 2.8518  -0.59
H -0.6880 -7.8970 3.7118  0.51
H 0.3989 -6.3268 5.2846  0.37
H 2.3372 -4.9327 4.5609  0.50
H 2.0396 -6.7509 0.6507  0.38
H -0.0188 -7.8652 1.2875  0.49
C 0.9465 -6.7955 -1.9572  -0.47
C 1.7406 -7.9527 -1.9681  -0.38
C 1.1208 -9.1907 -1.7185  -0.41
C -0.2096 -9.2164 -1.5679  -0.23
C -1.0527 -8.0569 -1.6096  -0.17
C -0.4657 -6.8469 -1.8158  -0.44
N -0.8767 -10.4911 -1.3626  1.05
O -0.1996 -11.4984 -1.2928  -0.64
O -2.0962 -10.5422 -1.3453  -0.60
H 1.4693 -5.8289 -2.1012  0.37
H 2.8237 -7.8696 -2.0853  0.43
H 1.6785 -10.1053 -1.6974  0.55
H -2.1238 -8.1308 -1.5249  0.61
H -1.0489 -5.9100 -1.8393  0.40
C -2.0902 -3.7188 -0.5093  0.54
C -1.4256 -4.2084 0.6236  0.82
C -1.8799 -5.3168 1.2463  -0.22
C -2.9956 -5.9264 0.7312  -0.47
C -3.7058 -5.5536 -0.3796  -1.18
C -3.2016 -4.4165 -1.0529  -0.92
N -3.5091 -7.0785 1.5193  1.14
O -4.5511 -7.5371 1.1690  -0.69
O -2.8310 -7.4776 2.4876  -0.60
H -1.7293 -2.8331 -1.0402  -0.56
H -0.5698 -3.6575 0.9896  -0.25
H -1.3607 -5.6116 2.1462  0.69
H -4.5486 -6.1054 -0.7260  0.67
H -3.5304 -3.9584 -1.9500  0.90
C -5.4193 6.6312 0.8324  -0.45
C -5.5816 5.2299 0.6644  -1.33
C -4.4332 4.4506 0.6608  0.55
C -3.2053 5.0466 0.7984  -0.56
C -3.0424 6.3816 0.9567  -0.24
C -4.1566 7.1627 0.9208  -0.63
N -2.0943 4.1628 0.8374  0.90
O -2.1629 3.0852 0.3574  0.03
O -0.9870 4.5798 1.1577  -0.60
H -6.2832 7.2845 0.9311  0.44
H -6.6071 4.8467 0.7524  0.45
H -4.4366 3.3451 0.6347  0.50
H -2.0517 6.7558 1.1316  0.59
H -4.0409 8.2811 1.0611  0.31
C 2.1541 2.4122 -1.1878  0.34
C 2.9614 1.2898 -1.1449  -0.97
C 2.4455 0.1847 -0.4565  -0.50
C 1.2276 0.2820 0.1590  -0.32
C 0.4713 1.4188 0.2470  -0.10
C 0.9348 2.4922 -0.4617  -0.38
N 0.6625 -0.8671 0.8189  0.88
O -0.4560 -0.7871 1.3098  0.03
O 1.2661 -1.9033 0.8200  -0.53
H 2.4321 3.1958 -1.8659  -0.35
H 3.9339 1.2569 -1.5805  1.04
H 3.0721 -0.6838 -0.3764  0.90
H -0.4948 1.4093 0.7137  0.17
H 0.1909 3.2978 -0.5860  -0.21
C 8.4760 4.3944 -4.5307  -0.53
C 8.1414 3.7220 -5.7244  -0.59
C 6.9337 3.1065 -5.8175  -0.54
C 6.1905 3.0559 -4.6820  -0.10
C 6.5158 3.5733 -3.4477  0.57
C 7.7045 4.3353 -3.4063  -1.28
N 4.9535 2.2801 -4.8116  1.12
O 4.7269 1.6781 -5.8177  -0.73
O 4.1679 2.3445 -3.9092  -0.24
H 9.3917 4.9150 -4.4885  0.51
H 8.8141 3.6119 -6.5632  0.42
H 6.5584 2.5408 -6.7072  0.45
H 5.8882 3.4226 -2.5484  0.57
H 8.1208 4.6817 -2.4584  0.49


Computed, not measured: a cluster of 5 separate species, C25H26F4N3OS in total in a non-equilibrium geometry, with wB97M-V/def2-TZVPD.

orbital gap	5.3	eV
total charge	+1
E_tot	-2005.04256	hartree
maximum force	1.38	eV Å⁻¹
HOMO	-10.451	eV

Each line ends with the Mulliken charge.
Atoms and positions in Å:
N -4.0959 -5.3063 -3.9798  -0.26
C -4.8344 -4.2514 -4.2568  0.30
N -4.3804 -3.0857 -3.7184  0.04
O -4.5310 -1.9542 -4.5473  -0.39
N -5.9875 -4.4325 -5.0035  -0.36
S -7.4133 -3.8515 -4.1931  -0.06
H -3.0877 -5.2358 -3.9721  0.27
H -4.5261 -6.1943 -3.7540  0.27
H -4.8172 -2.8614 -2.8203  0.35
H -4.4377 -2.2462 -5.4617  0.33
H -5.9557 -4.1369 -5.9725  0.36
H -7.3288 -2.5436 -4.5056  0.20
F -4.1567 -2.7959 -0.9856  -0.39
C -3.0668 -2.1268 -0.4736  0.86
C -2.8912 -2.1367 0.8910  -0.82
C -1.7935 -1.4614 1.4091  -0.25
C -0.9147 -0.8033 0.5590  -0.75
C -1.1272 -0.8141 -0.8119  -0.63
C -2.2173 -1.4876 -1.3488  -0.35
H -3.5951 -2.6549 1.5274  0.44
H -1.6208 -1.4578 2.4748  0.44
H -0.0577 -0.2842 0.9663  0.57
H -0.4408 -0.2983 -1.4705  0.44
H -2.3977 -1.5119 -2.4149  0.39
F -0.2944 -0.5873 4.0661  -0.32
C -0.0711 0.6845 4.4914  0.66
C 0.1301 0.8965 5.8391  -0.58
C 0.3617 2.1955 6.2709  -0.38
C 0.3800 3.2463 5.3637  -0.66
C 0.1697 2.9982 4.0151  -0.49
C -0.0563 1.7045 3.5635  -0.11
H 0.1070 0.0612 6.5252  0.43
H 0.5314 2.3843 7.3226  0.38
H 0.5601 4.2542 5.7050  0.43
H 0.1826 3.8160 3.3065  0.40
H -0.2195 1.4922 2.5160  0.23
F 2.4427 5.3919 4.7023  -0.27
C 3.3440 5.3447 3.6955  0.40
C 3.6769 6.5148 3.0453  -0.63
C 4.6040 6.4499 2.0141  -0.27
C 5.1696 5.2354 1.6512  -0.57
C 4.8098 4.0756 2.3241  -0.36
C 3.8889 4.1213 3.3614  -0.27
H 3.2193 7.4473 3.3452  0.42
H 4.8854 7.3561 1.4943  0.36
H 5.8908 5.1933 0.8463  0.38
H 5.2475 3.1269 2.0427  0.36
H 3.5937 3.2352 3.9069  0.47
F 2.8763 -0.1678 -1.2418  -0.32
C 2.8200 -1.0325 -2.2755  0.38
C 2.1043 -2.2018 -2.1176  -0.34
C 2.0432 -3.0878 -3.1842  -0.38
C 2.6960 -2.7999 -4.3750  -0.55
C 3.4095 -1.6153 -4.5023  -0.27
C 3.4744 -0.7145 -3.4486  -0.57
H 1.6131 -2.4058 -1.1756  0.50
H 1.4860 -4.0099 -3.0778  0.38
H 2.6541 -3.4968 -5.2012  0.38
H 3.9239 -1.3891 -5.4267  0.36
H 4.0207 0.2154 -3.5251  0.43


Computed, not measured: the ion C5H9N2S2 with charge +1 in a non-equilibrium geometry, with wB97M-V/def2-TZVPD.

orbital gap (spin up / spin down)	7.6 / 6.5	eV
total charge	+1
multiplicity	3
ΔE to the lowest compared entry with this formula, charge and spin	78.79	kcal per mole
E_tot	-1101.27406	hartree
expectation value of S²	2.041
maximum force	2.95	eV Å⁻¹
HOMO (spin up / spin down)	-12.590 / -13.012	eV

Each line ends with the Mulliken charge.
Atoms and positions in Å:
C 0.2015 -1.0966 -0.8852  0.07
C -1.2192 -0.5907 1.1910  -0.04
C -0.2174 -1.0979 -3.2528  -1.16
C 0.4458 2.3771 3.2626  -0.83
C 0.8747 -1.2797 -2.2029  -0.08
N -0.3297 0.3825 1.4554  0.40
N 0.6567 0.6399 0.8611  -0.56
S -1.0559 -1.6953 -0.1334  0.02
S -0.9097 1.2985 2.9462  0.08
H -2.0961 -0.4755 1.6982  0.42
H -0.8343 -1.9899 -3.3400  0.40
H 0.2802 -1.0510 -4.1556  0.37
H -0.7080 -0.1043 -3.0669  0.35
H 0.3048 2.5965 4.3358  0.35
H 0.5126 3.2045 2.6714  0.34
H 1.3046 1.7580 3.1143  0.33
H 1.7177 -0.5860 -2.2947  0.27
H 1.0716 -2.2899 -2.2045  0.28